{
  "formula": "C3H11NO",
  "method": "ωB97M-V with the def2-TZVPD basis set",
  "elements": ["C", "C", "C", "N", "H", "H", "H", "H", "H", "H", "H", "H", "H", "O", "H", "H"],
  "xyz": [[-0.011848, -0.664519, -1.208015], [0.572531, 0.279295, -0.107256], [1.834984, -0.362024, 0.494910], [-0.395253, 0.714916, 0.914092], [0.831253, -1.230081, -1.590784], [-0.355773, -0.010049, -2.004140], [-0.747031, -1.381955, -0.861847], [0.897441, 1.113086, -0.741238], [2.062426, 0.139188, 1.441772], [2.668582, -0.109284, -0.151669], [1.616175, -1.387433, 0.754523], [-0.872994, 1.532022, 0.553688], [0.137824, 1.003140, 1.725281], [-2.732575, 0.178430, -0.139007], [-2.017790, -0.100406, 0.475289], [-3.487959, 0.285670, 0.444400]],
  "atomic_forces_ev_per_a": [[0.7, 0.7, 0.6], [0.3, -0.6, -1.1], [-1.0, 1.4, 0.8], [0.8, -0.2, -0.2], [0.1, -0.1, -0.3], [-0.6, -0.4, -0.1], [-0.3, 0.1, 0.0], [0.2, 0.4, 0.5], [0.1, 0.0, 0.1], [0.2, -0.9, -0.2], [0.5, -0.5, -0.3], [-0.2, 0.0, 0.2], [-0.1, 0.1, 0.1], [-0.2, -0.4, 0.3], [-0.2, 0.3, -0.3], [-0.2, 0.0, -0.1]],
  "nbo_charge": [-0.616, -0.038, -0.620, -0.861, 0.203, 0.213, 0.217, 0.158, 0.193, 0.222, 0.213, 0.379, 0.363, -0.977, 0.491, 0.461],
  "multiplicity": 1,
  "homo_lumo_gap_ev": 10.67,
  "homo_ha": -0.354,
  "e_tot_ev": -6826.6782,
  "mol_weight_da": 77.13,
  "lumo_ev": 1.039,
  "e_above_lowest_kj_mol": 54.7,
  "smiles": "CC(C)N.O"
}

***

{
  "formula": "C3H11NO",
  "method": "ωB97M-V with the def2-TZVPD basis set",
  "elements": ["C", "N", "C", "H", "H", "H", "H", "H", "H", "H", "C", "O", "H", "H", "H", "H"],
  "xyz": [[2.073132, -0.259144, -1.031068], [1.303890, 0.762357, -0.326486], [0.100306, 1.174940, -1.006760], [2.628606, -0.813004, -0.279836], [2.788587, 0.141571, -1.759351], [1.363873, -0.920418, -1.526620], [1.865238, 1.554791, -0.062261], [-0.570553, 0.321286, -1.025358], [-0.337373, 2.062828, -0.558181], [0.322346, 1.456332, -2.036555], [-2.225755, -0.725563, 1.585760], [-1.165799, -1.517025, 1.103663], [-2.506264, -0.001441, 0.823877], [-2.046240, -0.175122, 2.511863], [-3.067825, -1.385055, 1.817748], [-0.526170, -1.677336, 1.769566]],
  "atomic_forces_ev_per_a": [[-0.2, 0.5, 0.5], [0.0, -0.1, 0.5], [0.6, 0.0, -0.5], [0.2, -0.3, -0.1], [-0.1, 0.0, -0.2], [0.2, -0.1, 0.0], [0.2, 0.0, -0.1], [-0.4, 0.1, 0.1], [-0.2, -0.2, 0.4], [-0.2, 0.0, -0.5], [-0.6, -0.3, 0.4], [-0.4, 0.2, -1.0], [-0.1, -0.1, -0.1], [0.5, 0.0, -0.1], [-0.2, 0.2, -0.2], [0.8, -0.1, 0.9]],
  "nbo_charge": [-0.414, -0.632, -0.410, 0.194, 0.167, 0.197, 0.350, 0.198, 0.196, 0.153, -0.247, -0.725, 0.175, 0.166, 0.161, 0.471],
  "multiplicity": 1,
  "homo_lumo_gap_ev": 9.43,
  "homo_ha": -0.308,
  "e_tot_ev": -6825.8285,
  "mol_weight_da": 77.13,
  "lumo_ev": 1.060,
  "e_above_lowest_kj_mol": 136.7,
  "smiles": "CNC.CO"
}

***

{
  "formula": "C3H11NO2",
  "method": "ωB97M-V with the def2-TZVPD basis set",
  "elements": ["C", "C", "O", "H", "H", "H", "H", "H", "H", "N", "C", "O", "H", "H", "H", "H", "H"],
  "xyz": [[2.041963, -0.306819, -0.741759], [3.236863, -0.054223, 0.148966], [4.123958, -1.166243, 0.146888], [2.183667, -0.305443, -1.834518], [1.743180, -1.334594, -0.475715], [1.172100, 0.340896, -0.637195], [2.857399, 0.115708, 1.166579], [3.737705, 0.875791, -0.139995], [3.909196, -1.727809, 0.891847], [-3.658637, 1.140585, 0.746934], [-2.535243, 0.551916, 0.043996], [-2.738622, -0.864008, -0.088434], [-4.372548, 1.603032, 0.200229], [-4.138818, 0.472777, 1.329414], [-2.285149, 0.974637, -0.928598], [-1.727354, 0.679289, 0.761698], [-3.549660, -0.995491, -0.590336]],
  "atomic_forces_ev_per_a": [[-0.7, -1.2, -0.7], [-0.6, 0.7, 0.3], [0.3, 0.5, -0.3], [0.7, -0.1, 0.4], [-0.4, 0.3, -0.3], [0.1, 0.2, 0.6], [0.1, 0.0, -0.1], [0.4, -0.4, 0.0], [-0.1, -0.1, 0.1], [-0.5, 1.0, -0.6], [-0.8, -1.0, 1.3], [0.5, 0.2, -0.1], [0.2, -0.1, -0.3], [0.3, -0.2, 0.2], [-0.3, 0.5, 0.2], [0.6, -0.4, -0.5], [0.0, 0.0, -0.1]],
  "nbo_charge": [-0.639, -0.065, -0.721, 0.210, 0.207, 0.211, 0.158, 0.171, 0.468, -0.869, 0.083, -0.732, 0.358, 0.370, 0.163, 0.167, 0.459],
  "multiplicity": 1,
  "homo_lumo_gap_ev": 10.36,
  "homo_ha": -0.349,
  "e_tot_ev": -8873.4633,
  "mol_weight_da": 93.13,
  "lumo_ev": 0.858,
  "e_above_lowest_kj_mol": 99.0,
  "smiles": "CCO.NCO"
}

***

{
  "formula": "C3H11NO2",
  "method": "ωB97M-V with the def2-TZVPD basis set",
  "elements": ["C", "C", "O", "H", "H", "H", "H", "H", "H", "N", "C", "O", "H", "H", "H", "H", "H"],
  "xyz": [[1.402918, -1.304331, 1.107806], [0.399717, -0.928949, 2.187295], [-0.094011, 0.377137, 1.970425], [2.079627, -2.084709, 1.451499], [1.984570, -0.426212, 0.832846], [0.870845, -1.618481, 0.206468], [-0.389496, -1.681774, 2.241983], [0.879448, -1.003216, 3.171088], [-1.031768, 0.370130, 2.184534], [0.440763, 0.128989, -2.252710], [-0.850536, 0.756829, -2.223007], [-1.286361, 1.090677, -0.903077], [0.413467, -0.801848, -2.629384], [1.030172, 0.167573, -1.440542], [-1.568602, 0.066606, -2.655987], [-0.856085, 1.690764, -2.765641], [-0.689378, 0.643508, -0.281891]],
  "atomic_forces_ev_per_a": [[-0.4, 0.3, -0.1], [0.7, -0.8, 0.6], [-0.4, 0.0, -0.3], [-0.1, -0.1, -0.1], [0.2, 0.1, 0.2], [0.1, -0.2, 0.0], [-0.3, 0.1, -0.3], [0.1, 0.3, 0.0], [0.0, 0.2, 0.0], [0.2, -0.3, -0.7], [0.0, 0.0, 1.0], [0.4, -0.3, 0.1], [0.0, -0.2, 0.2], [-0.1, 0.3, 0.2], [-0.2, 0.0, -0.3], [0.0, 0.3, -0.3], [-0.3, 0.2, 0.0]],
  "nbo_charge": [-0.634, -0.064, -0.728, 0.218, 0.214, 0.201, 0.162, 0.157, 0.479, -0.876, 0.107, -0.740, 0.367, 0.370, 0.144, 0.148, 0.475],
  "multiplicity": 1,
  "homo_lumo_gap_ev": 10.02,
  "homo_ha": -0.338,
  "e_tot_ev": -8873.6661,
  "mol_weight_da": 93.13,
  "lumo_ev": 0.834,
  "e_above_lowest_kj_mol": 79.4,
  "smiles": "CCO.NCO"
}

***

{
  "formula": "C3H11NO2",
  "method": "ωB97M-V with the def2-TZVPD basis set",
  "elements": ["C", "N", "C", "C", "O", "H", "H", "H", "H", "H", "H", "H", "H", "H", "O", "H", "H"],
  "xyz": [[-0.624812, 1.175300, -1.262985], [0.217199, -0.023100, -1.306030], [0.398571, -0.584568, 0.023257], [1.656021, -1.430011, 0.093372], [1.846969, -1.998207, 1.392461], [-0.205369, 1.910119, -0.563380], [-1.690311, 0.963210, -1.127768], [-0.594071, 1.666466, -2.244253], [1.086975, 0.303424, -1.700859], [0.498264, 0.204751, 0.776602], [-0.496915, -1.180630, 0.177857], [1.592669, -2.289729, -0.561090], [2.522158, -0.816298, -0.181331], [1.777918, -1.329410, 2.073828], [-2.407355, 1.396575, 1.613904], [-3.292662, 1.580771, 1.295544], [-2.285251, 0.451340, 1.500876]],
  "atomic_forces_ev_per_a": [[0.2, 0.3, -1.0], [-0.3, 0.6, -0.3], [0.3, 0.0, -0.7], [-0.1, -0.2, 0.7], [0.0, -0.2, -0.3], [-0.6, 0.0, 0.3], [0.3, -0.1, 0.6], [0.1, -0.2, 0.0], [0.4, -0.3, 0.1], [-0.2, 0.1, 0.3], [0.0, -0.2, 0.6], [0.0, 0.0, -0.3], [0.0, 0.0, -0.1], [0.0, 0.3, 0.0], [0.2, 0.1, 0.1], [-0.1, 0.0, 0.0], [0.0, -0.1, 0.0]],
  "nbo_charge": [-0.415, -0.617, -0.245, -0.059, -0.719, 0.174, 0.193, 0.196, 0.345, 0.156, 0.189, 0.187, 0.151, 0.463, -0.937, 0.469, 0.469],
  "multiplicity": 1,
  "homo_lumo_gap_ev": 9.89,
  "homo_ha": -0.335,
  "e_tot_ev": -8873.6493,
  "mol_weight_da": 93.13,
  "lumo_ev": 0.770,
  "e_above_lowest_kj_mol": 81.1,
  "smiles": "CNCCO.O"
}

***

{
  "formula": "C3H11NO2",
  "method": "ωB97M-V with the def2-TZVPD basis set",
  "elements": ["C", "C", "C", "O", "N", "H", "H", "H", "H", "H", "H", "H", "H", "H", "H", "H", "O"],
  "xyz": [[0.004650, -2.485682, -0.492638], [-0.170447, -1.005156, 0.076140], [0.805248, -0.650428, 1.203635], [0.458403, 0.624723, 1.692220], [-1.287254, -2.883295, -0.995995], [0.751280, -2.462210, -1.283612], [0.297185, -3.233351, 0.263807], [-0.030751, -0.470446, -0.878103], [-1.206593, -0.791199, 0.358666], [0.697676, -1.363203, 2.027581], [1.829104, -0.597111, 0.809503], [-0.157628, 1.119272, 1.148604], [-1.130997, -3.703711, -1.601319], [-1.894369, -3.254206, -0.257281], [1.042324, 5.669245, -1.564123], [0.042671, 5.880151, -0.433823], [0.180070, 5.376365, -1.238549]],
  "atomic_forces_ev_per_a": [[-1.1, 1.7, -0.5], [0.3, -0.7, -0.6], [-0.7, 0.8, -0.8], [0.2, 0.0, 0.7], [2.5, -3.3, 1.4], [-0.1, -0.3, 0.0], [-0.2, 0.1, 0.4], [0.2, 0.4, 0.6], [0.1, -0.3, 0.3], [0.3, 0.0, -0.1], [-0.1, -0.4, 0.2], [0.0, 0.0, -0.3], [-0.7, 0.9, -1.2], [-0.7, 1.1, 0.0], [-0.2, -0.1, 0.1], [0.0, 0.1, 0.1], [0.3, -0.1, -0.2]],
  "nbo_charge": [-0.274, -0.404, -0.062, -0.687, -0.294, 0.249, 0.303, 0.243, 0.230, 0.190, 0.195, 0.483, 0.416, 0.411, 0.472, 0.471, -0.943],
  "multiplicity": 2,
  "s_squared": 0.7546,
  "homo_lumo_gap_ev": [9.71, 3.96],
  "homo_ha": [-0.495, -0.495],
  "e_tot_ev": -8864.1501,
  "total_charge": 1,
  "mol_weight_da": 93.13,
  "lumo_ev": [-3.749, -9.505],
  "e_above_lowest_kj_mol": 189.2
}